No. 1
ORCA calculation (wB97M-V/def2-TZVPD) on one molecule with the formula C2H6O2.

```
! wB97M-V def2-TZVPD RIJCOSX def2/J DEFGRID3
* xyz 0 1
H -0.509 0.294 -1.442
H -1.733 -0.689 0.839
O -1.230 -0.811 -0.006
C 0.817 0.339 0.177
H 0.662 0.235 1.381
H -1.266 1.161 -0.202
C -0.577 0.359 -0.400
H 1.468 1.250 0.137
H 0.809 -1.365 -0.237
O 1.560 -0.773 -0.246
*
```

HOMO   -10.07 eV
Energy relative to the best compared isomer or geometry (same formula, charge and spin)   1.1801 eV
Frontier orbital gap   10.876 eV
Molecular weight   62.1 g mol⁻¹
E_tot   -230.2372 Eh


No. 2
ORCA calculation (wB97M-V/def2-TZVPD) on C17H18BMoN7O2S2 as an isolated structure.

```
! wB97M-V def2-TZVPD RIJCOSX def2/J DEFGRID3
* xyz 2 3
H -1.730 -1.941 6.088
H 4.063 -2.648 -2.620
H 3.174 -0.579 -4.219
Mo -0.504 -1.153 -0.734
C 1.257 3.473 -1.279
C -2.870 -0.942 -4.034
C -0.159 0.022 3.792
C -0.714 1.313 5.787
N 1.495 -0.645 -2.945
C 0.445 0.275 2.483
H -1.960 -3.186 -0.959
C -1.691 -0.347 -4.488
C -1.279 -1.056 5.636
N 0.219 1.530 -1.100
H 2.033 -3.014 -0.792
N 0.904 1.500 2.317
C -0.154 1.214 4.523
H -3.414 -1.440 -1.906
H -0.608 0.951 -0.876
B 0.556 0.494 -3.433
H -0.685 -2.067 3.797
N -0.889 -0.089 -3.451
H -1.360 -2.950 0.717
H -0.686 2.271 6.303
S 0.625 2.512 3.601
C -1.067 -3.013 -0.343
O -0.334 3.527 3.231
C -2.758 -1.032 -2.650
H 1.684 4.430 -1.051
S 0.729 -0.862 1.236
H -1.382 -0.071 -5.483
N 0.609 1.659 -2.403
H -0.299 -3.774 -0.500
O 1.853 2.920 4.237
H -3.705 -1.262 -4.634
N -1.529 -0.518 -2.268
H -1.744 0.215 7.333
H 0.383 2.692 0.652
C 3.140 -2.098 -2.552
C 0.568 2.632 -0.409
C -1.289 0.160 6.343
H 0.872 0.884 -4.523
C 2.145 -2.313 -1.602
H 1.674 3.101 -3.468
C 1.261 2.828 -2.513
N 1.127 -1.416 -1.838
C -0.709 -1.135 4.362
C 2.702 -1.052 -3.365
*
```

HOMO (alpha / beta)   -14.64 / -14.65 eV
Expectation value of S²   2.029
Frontier orbital gap (alpha / beta)   6.079 / 6.290 eV
Molecular weight   523.3 g mol⁻¹
E_tot   -2081.1864 Eh


No. 3
ORCA calculation (wB97M-V/def2-TZVPD) on a 2-piece molecular cluster, C3H4BrNO overall.

```
! wB97M-V def2-TZVPD RIJCOSX def2/J DEFGRID3
* xyz 0 1
Br 3.532 -0.062 0.033
N 1.003 -1.250 0.080
C -0.128 -0.927 -0.415
H -0.285 0.943 -1.551
H 1.425 0.142 2.053
C -0.207 0.589 -0.438
O 1.056 1.014 0.072
H -0.604 -1.694 -0.973
C 1.701 -0.102 0.468
H -0.844 1.144 0.203
*
```

HOMO   -9.16 eV
Energy relative to the best compared isomer or geometry (same formula, charge and spin)   3.1483 eV
Frontier orbital gap   9.254 eV
Molecular weight   150.0 g mol⁻¹
E_tot   -2820.5977 Eh


No. 4
ORCA calculation (wB97M-V/def2-TZVPD) on an isolated ion of composition C5H12N2O and charge +2.

```
! wB97M-V def2-TZVPD RIJCOSX def2/J DEFGRID3
* xyz 2 1
H 1.209 2.737 1.855
O -1.632 0.165 1.590
C -0.540 -0.241 1.805
N 0.431 2.084 1.943
H -0.256 1.585 -0.586
C 0.452 -0.574 -0.878
C 0.517 0.833 -0.337
H -1.582 -0.460 -1.482
H -0.754 -2.993 -1.841
H 1.387 -1.137 -0.898
C 0.666 0.705 1.250
H 0.050 1.813 2.898
H 0.193 -2.254 -2.931
N -0.683 -2.147 -2.410
H 1.424 1.359 -0.604
C -0.621 -0.946 -1.528
H -0.077 -1.099 2.370
H -1.364 -2.109 -3.191
H -0.432 2.468 1.566
H 1.612 0.211 1.409
*
```

HOMO   -17.92 eV
Energy relative to the best compared isomer or geometry (same formula, charge and spin)   0.8994 eV
Frontier orbital gap   10.489 eV
Molecular weight   116.2 g mol⁻¹
E_tot   -381.7744 Eh


No. 5
ORCA calculation (wB97M-V/def2-TZVPD) on C4H7F3O3S as an isolated structure.

```
! wB97M-V def2-TZVPD RIJCOSX def2/J DEFGRID3
* xyz 0 1
H -2.516 0.122 -1.947
S -0.665 -1.498 -1.950
C -1.431 0.102 -1.769
F 1.174 2.824 2.320
H -0.756 -3.472 -0.821
F -0.189 1.530 3.490
O 1.279 -0.550 -1.665
O 1.557 0.636 0.608
F 2.033 1.172 3.267
H 1.993 -0.428 -2.284
O -0.588 0.502 1.180
H -1.410 -1.981 0.185
H -1.257 0.409 -0.766
C 0.561 0.810 1.376
C 0.902 1.510 2.657
C -1.085 -2.499 -0.703
H 1.328 0.063 -0.822
H -0.931 0.748 -2.356
*
```

HOMO   -9.62 eV
Frontier orbital gap   8.141 eV
Molecular weight   192.2 g mol⁻¹
E_tot   -1080.0429 Eh


No. 6
ORCA calculation (wB97M-V/def2-TZVPD) on an isolated ion of composition C9H13N2O and charge +1.

```
! wB97M-V def2-TZVPD RIJCOSX def2/J DEFGRID3
* xyz 1 1
H -0.913 1.131 2.136
H 0.993 -2.597 -0.991
C 0.033 -0.944 0.197
C -1.358 0.982 1.231
H 1.152 -0.367 -1.911
C -0.302 0.291 0.381
C -2.682 0.198 1.351
C 2.261 -0.841 -0.175
N -4.434 -0.252 -0.251
H 3.184 -1.335 -0.513
C -3.272 0.197 -0.050
H -3.298 0.922 -1.891
H 1.231 -2.537 0.720
H -1.586 1.998 0.876
O -5.052 -1.163 -0.701
N -2.849 0.919 -0.998
H -2.429 -0.850 1.633
H 0.127 1.570 -1.333
C 0.655 1.099 -0.527
C 1.069 -1.877 -0.111
H 0.961 1.893 0.158
C 1.675 0.176 -1.118
H 2.550 0.838 -1.492
H 2.489 -0.182 0.760
H -3.260 0.671 2.074
*
```

HOMO   -11.86 eV
Energy relative to the best compared isomer or geometry (same formula, charge and spin)   8.9324 eV
Frontier orbital gap   5.893 eV
Molecular weight   165.2 g mol⁻¹
E_tot   -534.9587 Eh


No. 7
ORCA calculation (wB97M-V/def2-TZVPD) on a 8-piece molecular cluster, C6H30NO7 overall.

```
! wB97M-V def2-TZVPD RIJCOSX def2/J DEFGRID3
* xyz 1 1
O -1.569 -2.706 0.673
N -0.146 -2.311 -1.690
H 2.577 2.345 -2.286
H -1.832 0.175 1.246
H -2.730 1.513 -0.861
H 1.843 1.377 3.817
C -0.770 -0.963 -1.332
H 1.468 -2.445 1.296
H 1.791 -0.854 -2.013
H -3.699 1.486 0.564
O 2.352 -2.381 0.871
H -0.764 -3.068 -1.327
H 1.339 -0.144 -0.870
H 0.573 1.778 0.410
O 0.982 1.257 3.487
H 0.758 -2.388 -1.098
H 1.744 2.287 -1.124
H -1.218 -2.084 1.334
H 0.336 -0.451 2.567
H -1.829 -0.632 -3.228
H 2.650 2.682 1.534
H -2.494 3.020 0.386
H 0.291 -1.017 0.457
H -1.848 -1.179 -0.924
O 2.042 1.786 -1.837
C -1.094 -0.062 -2.698
H 0.511 2.072 3.550
O 1.703 -1.358 -2.880
H 0.410 -1.654 3.489
C -0.264 1.062 0.019
H -1.373 1.520 1.893
H -1.669 0.860 -2.409
H 2.877 -3.114 1.445
C -1.535 1.202 0.886
H -2.405 -2.895 1.173
C 0.197 -0.231 -0.367
H -0.318 0.114 -3.311
H 1.638 -0.569 -3.504
H -0.013 -2.428 -2.655
H 0.997 2.688 1.739
O 1.835 3.206 1.455
C -2.755 1.966 0.189
H -0.405 1.798 -0.802
O -0.187 -1.260 2.738
*
```

HOMO   -13.60 eV
Energy relative to the best compared isomer or geometry (same formula, charge and spin)   5.3894 eV
Frontier orbital gap   11.006 eV
Molecular weight   228.3 g mol⁻¹
E_tot   -827.6869 Eh


No. 8
ORCA calculation (wB97M-V/def2-TZVPD) on a 6-piece molecular cluster, C26H55N4O13P overall.

```
! wB97M-V def2-TZVPD RIJCOSX def2/J DEFGRID3
* xyz 1 2
O -1.878 -0.651 1.969
C -7.644 4.521 -2.760
O 0.595 -4.559 1.589
C 6.252 -2.277 4.814
H 0.785 1.959 -3.948
H -8.483 3.832 -2.669
H 5.277 4.346 -2.756
H -5.622 1.757 1.370
H 1.796 0.473 1.116
C 2.448 1.013 -2.753
H -0.952 -3.496 -1.807
H 4.797 2.741 -3.391
H -2.626 1.366 -3.262
O 8.926 3.613 -3.685
H -4.909 0.177 -2.496
H -2.818 0.377 -0.582
H -2.179 -3.165 2.057
H 1.000 -3.202 3.104
H -3.175 0.824 -4.759
O 4.642 -2.002 2.940
H -5.291 0.376 -4.226
C -3.503 1.472 3.790
H 0.679 -0.889 -0.840
O 6.814 3.296 -3.511
C 0.278 0.488 -2.374
C -1.519 -4.014 -1.034
C -3.177 -3.384 2.435
H -7.783 5.166 -3.629
H -2.301 -4.685 -1.389
H 5.786 -3.607 3.311
N 1.020 -0.291 -1.580
O -7.175 1.724 -2.492
C 4.519 -0.692 2.593
H 3.341 1.540 -3.058
H 3.449 0.798 0.633
C -3.278 0.607 -3.696
H 1.189 -5.617 3.823
H -5.531 -3.687 1.760
N -4.067 -2.282 2.212
O 3.193 -0.460 2.121
H -4.080 -0.357 5.807
C -3.842 -0.756 4.821
O -4.982 2.187 -3.025
C -5.596 0.673 1.261
H -3.051 1.683 0.513
C -5.502 -2.698 2.218
C -3.594 0.918 -0.042
H 5.690 4.123 -5.735
H -4.386 2.087 3.960
C 4.999 4.220 -4.898
C -6.272 2.509 -2.771
C 0.321 -3.952 0.503
C 10.190 4.280 -4.036
H 2.346 -3.620 2.010
O 7.540 5.301 -4.144
C 5.464 3.593 -3.521
H 10.733 4.423 -3.101
H -6.001 0.357 2.222
H 3.130 -0.636 -1.408
C 1.480 -4.006 2.546
H -6.077 -2.178 1.452
C 7.773 4.169 -3.785
C 2.342 -0.069 -1.882
H -4.274 1.450 -0.708
C 1.131 1.244 -3.216
H 2.761 1.663 1.942
H 10.718 3.568 -4.671
N -4.265 0.138 0.990
H -2.925 -0.411 -3.534
H -5.986 -2.539 3.182
P -3.383 -0.702 2.182
N -3.905 0.026 3.628
H -6.301 0.361 0.490
O -0.760 -4.604 0.049
H 4.785 5.287 -4.970
H -3.431 -4.309 1.919
H -2.976 -3.487 3.502
H 4.158 3.561 -5.115
C 2.026 -5.139 3.314
H 2.927 -5.027 3.918
C -4.746 0.793 -3.380
H 7.082 -2.953 5.024
H 9.981 5.189 -4.598
H 6.659 -2.249 2.637
H -7.482 5.220 -1.939
H -0.791 0.370 -2.480
H -2.039 -3.168 -0.584
H -2.717 1.563 4.540
H -2.937 -1.328 5.026
H 6.579 -1.247 4.954
O 5.448 0.124 2.514
O 0.858 -2.927 0.097
O -6.408 3.826 -2.944
H -3.124 1.765 2.811
H 2.384 -5.919 2.642
C 5.848 -2.519 3.313
H 5.343 -2.463 5.386
C 2.798 0.669 1.498
H -4.539 -1.581 4.678
*
```

HOMO (alpha / beta)   -10.63 / -10.63 eV
Expectation value of S²   0.762
Frontier orbital gap (alpha / beta)   7.772 / 3.640 eV
Molecular weight   662.7 g mol⁻¹
E_tot   -2561.8433 Eh